Formula: C6H7N2O2
Source: the OMol25 dataset
Level of theory: ωB97M-V with the def2-TZVPD basis set

Cartesian coordinates (Å):
O 1.81 1.45 -1.23
C 1.36 0.45 -0.80
O 1.35 -0.70 -1.35
C 0.61 -1.70 -0.67
C -0.33 -1.01 0.23
C -1.41 -0.30 -0.55
N -1.86 0.80 -0.14
C -1.32 1.48 0.89
N -0.06 1.37 1.04
C 0.70 0.23 0.58
H 1.33 -2.21 -0.05
H 0.18 -2.32 -1.50
H -0.56 -1.42 1.14
H -1.82 -0.60 -1.52
H -1.87 2.24 1.31
H 0.40 2.31 1.44
H 1.49 -0.06 1.18

Calculated values
Largest force on an atom, eV Å⁻¹: 4.92
Net charge: +1
E_tot, hartree: -492.50526
E_LUMO, eV: -5.8